# C45H60BCrN6P

A molecular structure, C45H60BCrN6P in a non-equilibrium geometry (ωB97M-V/def2-TZVPD, the Open Molecules 2025 dataset).

- Calculated total energy: -3489.92245 a.u.
- Net charge: +1
- Frontier orbital gap (alpha / beta): 7.80 / 8.73 eV
- LUMO (alpha / beta): -0.129 / -0.096 Eh
- Multiplicity: 4
- HOMO level (alpha / beta): -0.41536 / -0.41702 hartree
- Max |F|: 1.54 eV/Å

```
114
Properties=species:S:1:pos:R:3:forces:R:3
Cr 0.1447 0.4695 0.1745 0.1 -0.8 -0.3
C -3.9903 0.8395 2.2482 0.2 0.0 0.0
C -2.6471 0.1441 2.4763 0.0 0.1 0.0
C -2.6626 -0.5933 3.8194 0.1 0.1 -0.2
C -2.3781 -0.8464 1.3884 -0.2 -0.1 0.0
C -3.1634 -1.9627 1.1161 0.3 0.1 -0.1
C -2.5175 -2.6466 0.0984 0.0 0.3 0.3
C -3.0005 -3.8780 -0.5942 -0.1 -0.1 -0.1
C -3.6613 -4.8471 0.3871 0.3 0.1 -0.1
C -3.9903 -3.4540 -1.6842 0.2 -0.2 0.0
N -1.4073 -1.9515 -0.2134 -0.3 -0.7 -0.3
N -1.3190 -0.8512 0.5667 0.2 0.5 0.4
B -0.3533 -2.2330 -1.2958 0.1 0.3 0.2
N -0.3590 -1.0384 -2.2658 -0.2 -0.5 -0.4
N -0.0922 0.1756 -1.7600 0.0 0.7 -0.1
C 0.0397 1.0374 -2.7716 -0.1 0.1 -0.1
C -0.1858 0.3564 -3.9634 0.0 -0.1 0.3
C -0.4423 -0.9618 -3.6086 0.1 0.3 0.1
C -0.7688 -2.0866 -4.5358 0.0 -0.1 -0.1
C 0.4407 -2.3989 -5.4223 -0.1 -0.1 0.2
C -1.9844 -1.7199 -5.3926 0.1 -0.1 0.2
C 0.4430 2.4639 -2.5687 0.1 0.1 0.0
C -0.5472 3.4155 -3.2402 0.0 -0.1 0.3
C 1.8597 2.6778 -3.1114 -0.1 -0.1 0.2
N 1.0473 -2.2911 -0.6415 0.1 -0.7 -0.1
N 1.5820 -1.1603 -0.1138 0.0 0.8 0.4
C 2.8685 -1.4037 0.1608 0.2 -0.4 -0.1
C 3.1505 -2.7300 -0.1499 -0.3 0.2 0.0
C 1.9753 -3.2689 -0.6577 0.5 0.1 0.4
C 1.9056 -4.6838 -1.1522 -0.2 -0.1 -0.3
C 2.3983 -4.7326 -2.6016 0.1 -0.1 0.3
C 0.5747 -5.4206 -1.0090 0.2 0.0 0.0
C 3.8723 -0.3715 0.5955 -0.2 0.2 0.1
C 3.7475 0.8660 -0.2943 0.1 -0.2 0.0
C 3.7700 -0.0092 2.0767 0.0 -0.1 -0.1
H -4.1904 1.5200 3.0711 -0.1 0.1 0.1
H -3.9882 1.4108 1.3234 0.0 0.0 0.0
H -4.7917 0.1050 2.2025 -0.1 0.0 0.0
H -1.8537 0.9010 2.4849 -0.1 -0.2 0.0
H -3.5349 -1.2375 3.8858 -0.1 -0.1 0.0
H -1.7751 -1.2110 3.9199 0.1 -0.1 0.1
H -2.6886 0.1155 4.6427 0.0 0.1 0.1
H -4.0778 -2.2384 1.5990 -0.2 -0.1 0.1
H -2.1559 -4.3873 -1.0588 0.0 0.1 0.0
H -4.5517 -4.4083 0.8294 -0.1 0.0 0.1
H -3.9513 -5.7550 -0.1360 -0.1 -0.1 0.0
H -2.9685 -5.1160 1.1807 0.0 -0.1 0.1
H -4.8481 -2.9586 -1.2366 -0.1 0.1 0.0
H -3.5173 -2.7704 -2.3844 0.0 0.1 -0.1
H -4.3388 -4.3260 -2.2291 -0.1 -0.1 -0.1
H -0.5954 -3.2179 -1.8736 -0.1 -0.3 -0.2
H -0.1642 0.7646 -4.9508 0.0 0.1 -0.3
H -1.0142 -2.9741 -3.9493 0.0 0.0 0.0
H 0.6675 -1.5612 -6.0754 0.0 0.1 -0.1
H 1.3210 -2.5990 -4.8167 0.1 0.0 0.0
H 0.2356 -3.2704 -6.0379 0.0 -0.1 -0.1
H -1.7643 -0.8686 -6.0301 0.0 0.1 -0.1
H -2.2595 -2.5596 -6.0249 0.0 -0.1 -0.1
H -2.8364 -1.4636 -4.7676 -0.1 0.0 0.0
H 0.4539 2.6599 -1.4834 0.0 0.0 -0.3
H -0.5553 3.2586 -4.3159 0.0 0.0 -0.1
H -1.5520 3.2557 -2.8569 -0.1 0.0 0.0
H -0.2661 4.4479 -3.0468 0.0 0.1 0.0
H 1.8833 2.5126 -4.1854 0.0 0.0 -0.1
H 2.1950 3.6931 -2.9134 0.0 0.1 0.0
H 2.5532 1.9880 -2.6371 0.1 0.0 0.0
H 4.0919 -3.2290 -0.0324 0.2 -0.1 0.0
H 2.6401 -5.2249 -0.5452 -0.1 0.1 0.0
H 1.6943 -4.2304 -3.2575 -0.1 0.1 -0.1
H 3.3665 -4.2465 -2.6895 0.1 0.0 -0.1
H 2.4957 -5.7671 -2.9168 0.0 -0.1 -0.1
H -0.0770 -5.2207 -1.8550 -0.1 0.0 0.0
H 0.7678 -6.4908 -0.9906 0.0 -0.1 0.0
H 0.0675 -5.1457 -0.0873 -0.1 0.0 0.1
H 4.8645 -0.8111 0.4392 -0.2 0.0 -0.1
H 2.7181 1.2484 -0.2787 0.2 0.1 0.0
H 4.4146 1.6536 0.0468 0.0 0.1 0.0
H 4.0078 0.6060 -1.3188 -0.1 0.1 -0.1
H 2.8162 0.4742 2.2868 0.1 -0.1 0.1
H 3.8425 -0.9017 2.6919 0.0 -0.1 0.1
H 4.5766 0.6678 2.3542 0.0 0.1 0.0
C 3.8120 5.7865 2.2759 -0.1 0.0 0.0
C 2.9448 5.6812 1.1994 0.0 0.1 0.0
C 2.1305 4.5712 1.0646 -0.1 -0.1 0.0
C 2.1632 3.5594 2.0224 0.2 -0.3 -0.2
C 3.0645 3.6493 3.0801 0.0 -0.1 -0.1
C 3.8797 4.7609 3.2057 0.1 0.1 0.1
P 0.9771 2.1709 1.9040 -0.8 1.1 0.8
C 0.5825 1.8287 3.6548 0.2 -0.3 -0.3
C 0.4447 0.5012 4.0485 0.1 0.1 -0.2
C 0.1498 0.1926 5.3647 0.1 -0.1 0.1
C -0.0119 1.2068 6.2918 0.0 -0.1 -0.1
C 0.0991 2.5309 5.8968 -0.1 0.2 0.0
C 0.3915 2.8472 4.5829 0.0 0.0 0.0
C -0.5245 2.9707 1.2530 0.4 -0.7 -0.2
C -1.0703 4.2137 1.5331 -0.1 0.1 -0.1
C -2.2116 4.5884 0.8452 0.1 0.2 0.2
C -2.7955 3.7250 -0.0721 0.0 -0.3 -0.1
C -2.2485 2.4740 -0.3163 -0.2 -0.2 -0.2
C -1.0828 2.0676 0.3310 0.1 0.5 0.3
H 4.4208 6.6714 2.3908 0.1 0.0 0.0
H 2.8894 6.4776 0.4736 0.0 0.1 -0.1
H 1.4446 4.5064 0.2301 0.0 0.0 0.0
H 3.1116 2.8641 3.8223 0.0 0.0 0.0
H 4.5610 4.8325 4.0410 0.0 0.0 0.1
H 0.5651 -0.2894 3.3107 0.1 0.0 0.1
H 0.0518 -0.8374 5.6704 0.0 -0.1 0.0
H -0.2306 0.9671 7.3209 0.0 0.0 0.1
H -0.0415 3.3175 6.6221 0.0 0.1 0.0
H 0.4918 3.8801 4.2826 0.0 0.1 0.0
H -0.6021 4.8799 2.2433 0.0 0.1 0.1
H -2.6497 5.5575 1.0238 -0.1 0.1 0.0
H -3.6841 4.0370 -0.6036 -0.1 0.0 0.0
H -2.7287 1.8132 -1.0296 0.0 0.0 -0.1
```
Positions in Å, forces in eV/Å.

Here are the Löwdin charges for atoms 1 to 99, given in e: 0.806, -0.034, -0.352, -0.050, -0.223, 0.060, -0.171, -0.355, -0.051, -0.034, 0.069, 0.024, -0.480, 0.076, -0.004, -0.226, 0.066, -0.168, -0.355, -0.045, -0.049, -0.362, -0.038, -0.037, 0.067, 0.038, -0.242, 0.048, -0.175, -0.343, -0.041, -0.061, -0.346, -0.061, -0.054, 0.089, 0.064, 0.083, 0.103, 0.084, 0.071, 0.085, 0.122, 0.107, 0.078, 0.085, 0.086, 0.089, 0.071, 0.085, 0.104, 0.123, 0.121, 0.084, 0.069, 0.087, 0.080, 0.085, 0.079, 0.103, 0.084, 0.069, 0.087, 0.087, 0.085, 0.061, 0.123, 0.141, 0.063, 0.085, 0.087, 0.062, 0.086, 0.084, 0.143, 0.028, 0.090, 0.087, 0.012, 0.089, 0.086, -0.066, -0.066, -0.091, -0.343, -0.095, -0.064, 1.075, -0.357, -0.117, -0.086, -0.063, -0.058, -0.080, -0.404, -0.067, -0.056, -0.069, -0.121

# C45H60O45

15 unconnected molecules or ions with the total composition C45H60O45 in a non-equilibrium geometry (ωB97M-V/def2-TZVPD, the Open Molecules 2025 dataset).

- Calculated total energy: -5136.65649 a.u.
- Net charge: 0
- Frontier orbital gap: 10.20 eV
- LUMO: -0.001 Eh
- Relative energy (zero: lowest compared OMol25 entry of this formula, charge and spin): 0.0 kcal/mol
- HOMO level: -0.37550 hartree
- Max |F|: 3.57 eV/Å

```
150
Properties=species:S:1:pos:R:3:forces:R:3
C -24.9365 -2.7839 -8.5537 0.8 -0.4 -0.2
C -23.4249 -2.8212 -8.5601 0.9 0.6 0.8
O -23.0780 -3.8009 -7.5494 0.0 0.8 -1.1
C -24.1942 -4.4020 -7.1135 0.6 1.0 0.9
O -24.1334 -5.2602 -6.2881 -0.9 -0.2 -0.4
O -25.2976 -3.7844 -7.6148 -0.1 -1.2 0.4
H -25.2844 -3.0368 -9.5441 -0.6 0.0 -0.1
H -25.2773 -1.8399 -8.1981 -0.7 0.6 0.0
H -22.9603 -1.8485 -8.3521 -0.3 -0.3 0.6
H -22.9852 -3.0852 -9.4878 0.1 -0.8 -0.9
C -20.1939 -4.5022 -8.4655 2.5 -0.3 -1.4
C -20.4190 -4.4000 -9.9906 -1.0 0.8 0.2
O -19.4291 -5.1882 -10.5830 2.1 -0.7 0.4
C -18.4329 -5.4448 -9.6528 -2.5 0.6 0.9
O -17.4398 -6.0342 -9.7963 2.3 -1.3 -1.7
O -18.7842 -5.0453 -8.4344 -2.0 1.7 0.2
H -20.7484 -5.2762 -8.0352 -1.1 -0.8 0.8
H -20.2013 -3.5705 -7.9164 -0.1 0.0 0.0
H -20.3279 -3.3837 -10.3831 0.0 0.0 0.2
H -21.3714 -4.8067 -10.3368 -0.1 0.1 0.3
C -24.0717 -9.6116 -11.9140 0.1 -0.8 0.0
C -24.4199 -10.8777 -12.6769 1.1 -0.1 0.2
O -23.4191 -10.7965 -13.7382 -0.5 -0.8 0.6
C -22.3209 -10.3188 -13.1489 1.4 1.4 -1.5
O -21.2415 -10.2834 -13.6922 -0.7 -0.3 0.8
O -22.6031 -9.6940 -11.9941 -1.0 0.0 0.3
H -24.3891 -9.6588 -10.8740 0.2 0.2 0.0
H -24.4384 -8.7218 -12.4238 0.3 0.2 0.1
H -25.3681 -10.9973 -13.1573 -0.7 0.2 0.0
H -24.1783 -11.7417 -12.0314 -0.3 0.2 -0.4
C -27.9156 -7.5321 -11.3977 -0.8 0.0 0.8
C -28.2222 -8.7446 -10.4703 0.3 2.2 1.8
O -28.0577 -9.8539 -11.2804 0.4 -1.2 -0.4
C -28.0360 -9.4955 -12.5650 -0.1 1.9 1.1
O -28.1116 -10.2250 -13.4761 0.2 -1.2 -1.6
O -27.9392 -8.1321 -12.6694 0.2 -0.8 -1.1
H -26.9495 -7.0878 -11.2010 0.2 0.0 0.0
H -28.6891 -6.7425 -11.3944 0.3 -0.4 0.2
H -29.2380 -8.6987 -10.1095 -0.5 -0.1 0.0
H -27.5751 -8.7494 -9.5577 -0.3 -0.4 -1.0
C -21.6726 -7.1525 -4.1670 0.7 -0.6 3.2
C -21.3914 -8.2251 -2.9874 -1.7 3.1 0.7
O -22.4916 -7.8252 -2.0290 0.7 0.8 -1.7
C -22.9120 -6.5463 -2.3498 -1.5 0.5 0.5
O -23.7015 -5.9213 -1.6765 1.5 -1.0 -0.8
O -22.4321 -6.0606 -3.5510 0.3 -2.5 1.0
H -22.2177 -7.6701 -4.9158 -0.4 0.2 -1.0
H -20.7190 -6.7383 -4.3618 0.7 0.3 -1.3
H -20.4888 -8.0345 -2.3936 0.0 -0.2 -0.6
H -21.4807 -9.2467 -3.2975 -0.3 -0.4 0.0
C -30.0785 -4.7525 -16.7850 -0.8 0.0 0.6
C -30.7592 -5.5043 -15.6051 -0.8 1.2 -0.1
O -29.7807 -5.4763 -14.5378 -1.3 -0.7 -1.2
C -28.7969 -4.6973 -14.9289 1.4 0.1 1.1
O -27.8868 -4.4336 -14.1828 0.0 0.3 -0.8
O -28.8941 -4.2910 -16.1903 1.1 0.4 0.2
H -30.6059 -3.8660 -17.1265 -0.4 -0.1 0.1
H -29.8520 -5.3479 -17.6483 0.2 -0.5 -0.3
H -31.1402 -6.4791 -15.8320 0.5 -0.8 0.0
H -31.6192 -4.9396 -15.2529 0.0 0.2 0.1
C -19.1815 -9.0622 -10.0835 0.1 0.7 1.3
C -20.3194 -8.0837 -9.8338 -1.3 0.6 0.1
O -20.1973 -7.6026 -8.4554 1.2 -1.0 -1.0
C -19.3034 -8.4571 -7.8765 -0.4 1.5 2.2
O -19.0420 -8.4312 -6.7069 -0.3 0.1 0.0
O -18.7544 -9.2893 -8.7019 0.7 -1.3 -2.0
H -18.3348 -8.7013 -10.6484 0.1 0.2 -0.1
H -19.5652 -9.9943 -10.4622 0.1 -0.3 -0.3
H -21.1963 -8.7099 -9.7756 -0.7 0.1 -0.5
H -20.4800 -7.2102 -10.4956 0.4 -0.9 0.3
C -26.2121 -8.3227 -16.9820 1.1 -0.2 1.0
C -25.4791 -9.6559 -16.8666 0.7 0.6 0.7
O -24.1221 -9.2823 -17.1642 0.7 0.3 -0.3
C -23.9352 -7.9363 -16.9870 -0.8 -1.4 -0.3
O -22.8916 -7.3691 -16.9852 -0.2 -0.1 -0.2
O -25.1351 -7.3746 -16.8291 -0.4 0.9 0.4
H -26.9230 -8.1367 -16.1793 -0.1 -0.1 -0.2
H -26.6056 -8.1677 -17.9419 -0.9 0.2 -1.3
H -25.7813 -10.4781 -17.4998 -0.1 0.1 -0.3
H -25.4496 -9.9914 -15.8409 -0.3 -0.3 0.4
C -28.5356 -2.2139 -11.0332 -1.1 -0.4 -1.5
C -28.6713 -3.7058 -11.3280 1.2 -0.5 -0.6
O -29.9296 -3.8376 -11.9266 -1.4 -0.1 -0.3
C -30.3267 -2.6594 -12.4484 1.5 0.7 2.1
O -31.2520 -2.5026 -13.1526 -1.0 0.1 -1.2
O -29.5393 -1.6521 -11.9379 -0.5 -0.9 -0.2
H -27.6477 -1.7362 -11.3893 0.8 -0.1 0.6
H -28.8196 -2.0165 -10.0214 0.0 0.5 0.6
H -28.5827 -4.3982 -10.5038 -0.3 0.2 0.6
H -28.0122 -4.0960 -12.0991 0.7 0.4 0.2
C -24.3775 -4.7773 -13.5939 -2.0 0.4 -0.9
C -25.3667 -5.9650 -13.3618 0.7 0.6 0.9
O -25.0244 -6.3171 -11.9752 -0.3 0.6 -1.1
C -24.1945 -5.3878 -11.4840 0.8 -0.4 1.2
O -23.8093 -5.4376 -10.3522 0.1 0.3 0.6
O -23.8088 -4.4359 -12.3323 -0.9 -0.7 -0.4
H -24.8834 -3.8910 -14.0341 0.4 -0.6 0.4
H -23.6393 -5.1396 -14.2471 1.3 -0.1 -0.8
H -25.1313 -6.8192 -13.9813 0.2 -0.1 -0.2
H -26.4274 -5.7285 -13.4605 0.3 0.1 0.3
C -19.2987 -7.9949 -14.7524 -0.8 -0.6 1.4
C -20.4485 -7.6225 -15.6467 -1.3 -1.3 0.4
O -21.3570 -6.8962 -14.7486 0.4 -0.3 -0.3
C -20.9424 -7.0678 -13.4758 -0.7 0.4 1.5
O -21.5765 -6.7587 -12.4761 0.5 -0.2 -1.9
O -19.7276 -7.5908 -13.4155 0.4 0.1 -0.6
H -18.3726 -7.5346 -14.9983 0.7 0.5 0.0
H -19.2050 -9.0585 -14.6566 0.3 -0.6 -0.3
H -21.0161 -8.4904 -16.0443 0.4 0.5 0.6
H -20.1271 -7.0966 -16.5124 -0.1 1.2 -0.4
C -24.7623 -0.4720 -14.4127 1.2 -0.2 -0.7
C -23.3888 -0.4414 -13.6712 0.2 -0.1 0.1
O -23.7889 -0.2907 -12.2566 -1.2 -0.4 -0.4
C -25.1413 -0.5209 -12.1384 -0.4 0.3 0.0
O -25.7879 -0.5256 -11.1045 1.7 -0.1 -1.8
O -25.7051 -0.7024 -13.3769 0.2 -0.1 1.5
H -24.7830 -1.3100 -15.1606 -0.1 1.0 0.7
H -24.9977 0.5005 -14.8869 0.1 -0.6 0.1
H -22.6826 0.3715 -13.9169 -0.8 0.0 0.1
H -22.7552 -1.3428 -13.7967 -1.0 0.3 0.4
C -21.4800 1.3051 -10.2562 0.4 -0.7 -0.1
C -21.2401 0.0918 -9.3375 -0.6 0.6 0.2
O -21.3158 -0.9947 -10.2375 -0.3 -0.1 -0.5
C -21.1053 -0.5406 -11.5255 0.6 -0.3 3.1
O -20.8878 -1.3045 -12.3862 0.1 -0.6 -2.0
O -21.0052 0.7743 -11.5022 -0.2 0.7 -1.2
H -20.8382 2.1417 -10.0300 -0.1 0.3 0.2
H -22.5296 1.5924 -10.3997 0.3 -0.1 0.3
H -22.0508 0.0064 -8.6080 0.4 0.0 0.1
H -20.2484 0.0774 -8.8638 -0.3 0.2 0.0
C -19.7555 -3.3405 -15.7772 -2.3 -0.5 -0.3
C -20.7930 -3.7594 -14.6568 1.4 1.2 0.0
O -22.0311 -3.2373 -15.1267 0.3 0.3 -0.6
C -21.7441 -2.2588 -15.9799 -0.5 2.0 -1.2
O -22.5389 -1.4612 -16.4024 -0.2 -0.5 0.3
O -20.4436 -2.1540 -16.3277 0.4 -1.7 0.9
H -19.7318 -4.1237 -16.5617 0.1 0.5 0.3
H -18.7589 -3.0750 -15.4887 0.3 0.2 0.5
H -20.5770 -3.2356 -13.7222 0.1 -0.4 0.0
H -20.9728 -4.7939 -14.5456 0.4 -1.0 0.2
C -25.0379 -7.3358 -8.4628 0.5 -2.0 -2.0
C -23.5897 -7.7786 -8.1735 -1.1 -0.5 -0.5
O -23.7164 -9.2019 -7.8786 -1.6 -0.2 -0.4
C -25.0694 -9.5805 -7.9216 0.6 -0.5 0.5
O -25.5204 -10.6870 -7.7448 1.2 1.4 -0.3
O -25.8490 -8.5191 -8.1827 0.5 0.9 0.6
H -25.2472 -7.1435 -9.5154 0.4 0.0 0.0
H -25.2535 -6.4494 -7.9655 -1.1 0.9 1.5
H -23.2130 -7.2565 -7.3071 0.3 -0.1 0.2
H -22.9777 -7.6163 -9.0645 0.1 -0.2 0.3
```
Positions in Å, forces in eV/Å.

Here are the Löwdin charges for atoms 1 to 99, given in e: -0.101, -0.094, 0.071, -0.567, 0.159, 0.073, 0.119, 0.127, 0.110, 0.093, -0.018, -0.131, 0.022, -0.607, 0.187, 0.062, 0.089, 0.126, 0.115, 0.111, -0.054, -0.068, 0.063, -0.575, 0.146, 0.060, 0.133, 0.119, 0.116, 0.150, -0.102, -0.106, 0.088, -0.584, 0.172, 0.041, 0.095, 0.133, 0.128, 0.129, -0.065, -0.025, 0.010, -0.530, 0.122, 0.033, 0.106, 0.110, 0.122, 0.110, -0.093, -0.055, 0.091, -0.580, 0.106, 0.088, 0.134, 0.121, 0.122, 0.129, -0.042, -0.091, 0.030, -0.614, 0.138, 0.095, 0.127, 0.127, 0.105, 0.111, -0.073, -0.085, 0.050, -0.549, 0.160, 0.052, 0.132, 0.113, 0.135, 0.114, -0.055, -0.142, 0.048, -0.570, 0.173, 0.053, 0.093, 0.126, 0.123, 0.096, -0.074, -0.037, 0.018, -0.588, 0.138, 0.093, 0.143, 0.095, 0.115

Which of these has the highest net charge? C45H60BCrN6P

net charge of number 2 (C45H60O45)? 0

What is the max |F| in the second record? 3.57 eV/Å

Which formula does entry 2 have? C45H60O45